Density functional theory data (ωB97M-V/def2-TZVPD) for a 13-piece molecular cluster, H26O13 overall.

The calculated total energy is -993.65829 hartree. Its HOMO energy is -10.85 eV. The strongest force on any atom comes out at 0.8 eV/A. Its HOMO-LUMO gap is 10.568 eV. The calculation puts the relative energy (zero: lowest compared OMol25 entry of this formula, charge and spin) at 72.1 kcal per mole.

The geometry in ORCA input format:
```
! RIJCOSX wB97M-V def2-TZVPD def2/J DEFGRID3
* xyz 0 1
H 4.085 -3.177 -1.167
O -0.780 3.020 -3.949
H -0.379 1.460 -1.568
H -1.777 2.946 0.169
O 0.424 1.581 -2.088
H 1.137 -0.300 2.770
H -2.784 3.014 -0.968
H 1.279 -1.127 -3.502
H 1.479 3.773 1.158
H -2.244 -3.282 1.600
H -0.051 -0.714 0.152
H -3.208 1.150 2.538
O 0.485 -0.587 -3.584
H 4.175 -3.266 0.347
H 6.267 0.031 0.903
H 4.847 -0.049 0.366
O 0.943 3.090 0.738
O 1.219 0.269 3.543
O 0.701 -4.006 1.680
H 0.070 -3.892 2.400
O -2.627 2.592 -0.116
O 3.540 -3.176 -0.372
O 0.447 0.085 -0.053
H 0.551 -3.241 1.113
O -3.792 1.702 3.070
H 1.386 1.144 3.174
O -2.488 -3.582 0.717
H -0.217 2.364 -3.525
O -3.741 -1.245 -0.397
H 1.560 2.632 0.157
H -0.030 -1.029 -4.267
H -3.962 -0.877 -1.260
H -0.220 0.781 -0.063
H 0.852 0.717 -2.062
H -2.300 -2.823 0.152
O 5.345 0.042 1.186
H -4.068 -0.588 0.228
H -0.191 3.474 -4.563
H -3.657 2.590 2.721
*
```

=====

Density functional theory data (ωB97M-V/def2-TZVPD) for C48H50BrF3I2LaN5O8P as an isolated structure.

The calculated total energy is -6577.26872 hartree. Its HOMO energy is -5.12 eV. The strongest force on any atom comes out at 1.3 eV/A. Its HOMO-LUMO gap is 6.980 eV. The calculation puts the relative energy (zero: lowest compared OMol25 entry of this formula, charge and spin) at 0.0 kcal per mole.

The geometry in ORCA input format:
```
! RIJCOSX wB97M-V def2-TZVPD def2/J DEFGRID3
* xyz -1 1
H -2.927 0.065 1.729
H -3.226 4.879 2.366
C -0.821 -0.093 -3.795
H -5.382 -0.745 1.550
C -0.404 -2.838 -0.179
C -2.541 -6.481 -0.251
H -1.064 -0.786 -2.984
C 2.939 -4.740 -2.990
C -3.821 4.103 0.453
C 4.307 -1.681 2.246
O 0.255 -0.097 2.549
H -4.585 1.263 0.170
F -0.149 -3.022 4.165
C -2.450 -5.735 -1.417
C -1.632 2.666 1.833
C -5.071 -1.394 0.723
C -3.768 4.010 1.975
C -4.304 0.584 -0.639
H 3.135 -5.476 -3.760
C 3.336 1.494 4.773
F 1.236 -1.721 5.206
C -3.049 2.733 2.396
C 4.201 5.176 -2.439
H 3.040 2.344 5.371
H -4.774 4.044 2.399
H 3.476 -3.045 -4.208
H 2.377 -6.170 -1.476
H -2.368 2.837 -4.068
C 4.011 -0.598 3.171
C -1.754 -4.544 -1.417
H 3.008 6.388 0.493
H -1.772 0.795 -5.509
H -5.727 -2.268 0.742
H -4.017 1.062 -4.475
H -3.329 -2.509 0.143
H -0.874 -4.628 1.834
C 3.124 -3.392 -3.246
I 5.598 -4.267 1.472
O -1.133 -0.392 4.291
H -4.404 3.266 0.061
C -0.285 1.209 -3.211
C -2.415 4.081 -0.140
C 2.271 -4.144 -0.785
C -1.315 -4.942 0.896
F 1.609 -2.276 3.154
O -0.214 0.655 -0.290
H -3.476 0.179 -3.064
C -2.624 2.159 -3.245
H -4.985 -1.300 -1.425
H -1.047 3.463 2.308
H 3.597 -0.732 -3.384
H -3.493 -2.326 1.885
O 3.767 -1.697 1.083
C 0.627 -1.938 4.024
N 2.828 -0.175 -1.563
N -1.983 -6.095 0.890
H 3.913 2.080 -3.001
H -3.405 2.666 -2.673
H 2.477 3.972 0.779
C 2.856 -2.476 -2.235
H 1.941 -4.401 0.216
H 0.045 1.863 -4.028
H -3.636 1.878 2.051
H -1.649 -3.929 -2.301
C 2.887 1.967 -0.831
H -1.139 1.732 2.111
H 4.690 5.482 -3.354
H -2.466 4.151 -1.228
C 5.168 -2.659 2.723
H -0.035 -0.571 -4.385
C 3.263 3.390 -1.100
N 2.415 -2.852 -1.031
C -3.618 -1.804 0.933
C -0.186 -0.678 3.578
C -1.549 2.893 0.315
N 3.107 0.305 2.726
H -1.900 4.988 0.195
H -0.502 3.164 0.104
H 6.406 -3.407 4.312
C -1.173 -4.136 -0.226
C 4.583 -0.542 4.459
Br -3.285 -6.367 -2.998
C -2.051 0.159 -4.661
H 4.630 0.667 6.249
C -5.230 -0.634 -0.589
C -1.347 1.982 -2.411
C 5.741 -2.612 4.005
O 4.214 2.993 -3.289
H -1.657 -0.898 1.031
O 2.355 1.677 0.264
H -2.998 2.647 3.483
C 2.517 -5.130 -1.731
C 3.255 5.675 -0.281
C 5.467 -1.580 4.856
O -0.320 -2.157 -1.208
H -4.454 1.121 -1.576
H -2.432 -0.777 -5.076
C 3.884 6.087 -1.453
H -0.938 2.984 -2.237
H -4.333 5.015 0.135
O 0.132 -2.540 0.933
C 3.112 -1.041 -2.456
P -1.490 1.352 -0.682
C -3.142 0.856 -3.853
H 2.049 2.004 3.095
C -2.689 -0.594 0.891
C 2.786 1.316 3.492
C -2.849 0.150 -0.448
C 3.893 3.822 -2.283
H 4.132 7.132 -1.596
H 0.585 1.016 -2.589
H -2.593 -0.585 -1.226
H -3.083 -7.420 -0.245
C 4.216 0.566 5.254
H -6.267 -0.316 -0.729
La 1.638 -0.739 0.637
I 6.367 -1.576 6.744
C 2.957 4.335 -0.121
N 3.176 1.121 -1.831
*
```

=====

Density functional theory data (ωB97M-V/def2-TZVPD) for a 2-piece molecular cluster, CH4N2O2 overall.

The calculated total energy is -300.27279 hartree. Its HOMO energy (alpha / beta) is -8.62 / -8.53 eV. The strongest force on any atom comes out at 4.8 eV/A. Its HOMO-LUMO gap (alpha / beta) is 8.708 / 8.170 eV. The calculation puts the relative energy (zero: lowest compared OMol25 entry of this formula, charge and spin) at 134.8 kcal per mole.

The geometry in ORCA input format:
```
! RIJCOSX wB97M-V def2-TZVPD def2/J DEFGRID3
* xyz 0 1
O 0.656 -1.496 0.619
N -1.906 -1.660 -0.903
N 0.310 -0.673 -0.556
C -0.037 0.563 -0.135
H 0.707 -2.433 0.151
H -1.150 0.398 -0.148
H 0.290 1.325 -0.986
H 0.502 0.805 0.769
O -2.467 -0.776 -0.435
*
```

=====

Density functional theory data (ωB97M-V/def2-TZVPD) for one molecule with the formula C3H6N2.

The calculated total energy is -227.36240 hartree. Its SMILES is [H]/N=C\NC=C. Its HOMO energy is -8.62 eV. The strongest force on any atom comes out at 3.6 eV/A. Its HOMO-LUMO gap is 9.752 eV. The calculation puts the relative energy (zero: lowest compared OMol25 entry of this formula, charge and spin) at 39.2 kcal per mole.

The geometry in ORCA input format:
```
! RIJCOSX wB97M-V def2-TZVPD def2/J DEFGRID3
* xyz 0 1
H -1.279 -0.616 -1.353
C -0.115 0.502 2.386
H -0.636 0.399 3.305
C -0.255 -0.224 -1.317
N 0.297 0.060 -2.430
H 1.240 0.472 -2.252
N 0.316 -0.194 0.005
H -1.282 -0.892 1.025
H 0.747 1.107 2.617
H 1.366 0.026 -0.005
C -0.370 -0.205 1.204
*
```

=====

Density functional theory data (ωB97M-V/def2-TZVPD) for a 2-piece molecular cluster, C2HClF2O overall.

The calculated total energy is -811.95427 hartree. Its HOMO energy is -11.60 eV. The strongest force on any atom comes out at 2.9 eV/A. Its HOMO-LUMO gap is 12.539 eV. The calculation puts the relative energy (zero: lowest compared OMol25 entry of this formula, charge and spin) at 0.6 kcal per mole.

The geometry in ORCA input format:
```
! RIJCOSX wB97M-V def2-TZVPD def2/J DEFGRID3
* xyz 0 1
C 0.935 0.590 0.707
F 0.822 -0.509 -0.078
O -2.252 0.417 0.374
C -3.288 0.273 -0.037
Cl 2.135 1.550 -0.321
H 0.078 1.260 0.790
F 1.486 0.362 1.941
*
```

=====

Density functional theory data (ωB97M-V/def2-TZVPD) for a 2-piece molecular cluster, C2H2O3 overall.

The calculated total energy is -302.88523 hartree. Its HOMO energy is -10.33 eV. The strongest force on any atom comes out at 4.8 eV/A. Its HOMO-LUMO gap is 10.997 eV. The calculation puts the relative energy (zero: lowest compared OMol25 entry of this formula, charge and spin) at 153.8 kcal per mole.

The geometry in ORCA input format:
```
! RIJCOSX wB97M-V def2-TZVPD def2/J DEFGRID3
* xyz 0 1
H 1.176 -0.154 -1.121
O -2.134 -0.173 0.800
C -0.994 -0.684 0.374
O -1.829 -0.387 -0.550
H 1.970 -0.205 0.475
O 0.558 1.263 0.140
C 1.252 0.341 -0.118
*
```